Entry 1:
Density functional theory data (wB97M-V/def2-TZVPD) for 13 unconnected molecules or ions with the total composition C19H51N12O28PS.

E_LUMO (eV): -0.271
Maximum force (eV/Å): 0.81
Molecular weight (g/mol): 958.7
Orbital gap (eV): 8.1520
HOMO (eV): -8.4

Last column: Löwdin charge in e.
Atoms and positions in Å:
C1 3.5757 0.0873 0.6285  -0.13
C2 3.0736 1.2971 -0.1637  -0.24
C3 2.2574 0.9217 -1.4190  -0.18
C4 0.8686 1.5907 -1.4708  -0.21
O1 -0.2001 0.7209 -1.8614  -0.14
C5 -0.8982 0.1654 -0.7960  -0.88
S1 0.2112 -0.8625 0.2514  0.90
O2 -1.9576 -0.5692 -1.4187  -0.09
C6 -2.1707 -1.8763 -1.0679  -0.38
O3 -3.1610 -2.2249 -0.5040  0.10
P1 -1.8872 1.3290 0.3255  0.95
C7 -2.2871 2.5929 -0.9305  -0.24
O4 -0.6822 2.0269 1.2162  -0.33
H1 3.9537 -0.7038 -0.0216  0.08
H2 4.3913 0.3786 1.2920  0.05
H3 2.7879 -0.3169 1.2628  0.02
H4 3.9320 1.9076 -0.4494  0.09
H5 2.4704 1.9121 0.5086  0.10
H6 2.8153 1.2275 -2.3072  0.10
H7 2.1598 -0.1606 -1.4832  0.08
H8 0.9229 2.3809 -2.2177  0.10
H9 0.6603 2.0712 -0.5151  0.09
H10 -0.4526 -0.6527 1.3993  -0.14
H11 -1.4091 -2.5738 -1.4240  0.11
H12 -2.5447 3.5361 -0.4531  0.03
H13 -3.1870 2.2137 -1.4267  0.04
H14 -1.5335 2.7252 -1.7069  0.03
H15 -1.0774 2.3302 2.0425  0.03
C8 4.9125 3.3089 -4.0964  0.05
N1 5.4722 3.1989 -2.7206  -0.44
O5 5.8854 2.1174 -2.3501  0.04
O6 5.4873 4.2111 -2.0499  0.06
H16 4.9750 2.3368 -4.5702  0.10
H17 3.8836 3.6460 -4.0108  0.08
H18 5.5148 4.0433 -4.6224  0.10
C9 0.2945 -4.5045 -4.3844  0.06
N2 1.0236 -3.4296 -3.6575  -0.44
O7 1.9474 -2.8843 -4.2150  0.09
O8 0.6130 -3.1568 -2.5450  0.04
H19 0.7379 -4.6170 -5.3665  0.10
H20 0.3775 -5.4156 -3.8001  0.10
H21 -0.7440 -4.1925 -4.4479  0.08
C10 -5.1835 3.5235 3.5577  0.06
N3 -4.2388 3.6990 2.4258  -0.43
O9 -4.6663 4.1399 1.3786  0.06
O10 -3.0747 3.4099 2.6239  0.04
H22 -6.1656 3.8446 3.2312  0.10
H23 -5.1590 2.4726 3.8207  0.08
H24 -4.8162 4.1317 4.3790  0.10
C11 -2.8087 -1.7970 -5.6690  0.05
N4 -2.6073 -2.9936 -6.5363  -0.46
O11 -1.8366 -2.8954 -7.4670  0.07
O12 -3.2265 -3.9939 -6.2377  0.06
H25 -2.1894 -0.9954 -6.0523  0.09
H26 -3.8644 -1.5465 -5.7066  0.10
H27 -2.5272 -2.0727 -4.6566  0.09
C12 -3.7294 -2.1184 3.3103  0.05
N5 -4.0710 -0.7436 3.7579  -0.44
O13 -4.4599 -0.5813 4.8994  0.06
O14 -3.9396 0.1456 2.9421  0.03
H28 -3.9005 -2.7989 4.1337  0.08
H29 -4.3582 -2.3453 2.4539  0.10
H30 -2.6860 -2.1024 3.0134  0.08
C13 1.3454 -0.4807 4.7628  0.05
N6 0.0349 -1.1434 4.5102  -0.42
O15 -0.1526 -2.2557 4.9641  0.06
O16 -0.7687 -0.5237 3.8455  0.05
H31 1.9569 -1.1485 5.3568  0.09
H32 1.7961 -0.2697 3.7965  0.08
H33 1.1363 0.4486 5.2837  0.11
C14 -0.6180 3.1932 -5.4786  0.05
N7 0.8702 3.1571 -5.5066  -0.43
O17 1.4524 3.3104 -4.4512  0.05
O18 1.4044 2.9809 -6.5790  0.07
H34 -0.9347 3.3631 -4.4562  0.06
H35 -0.9327 4.0020 -6.1312  0.10
H36 -0.9688 2.2390 -5.8593  0.10
C15 -4.5411 4.9643 -3.0119  0.05
N8 -3.5005 5.2035 -4.0500  -0.43
O19 -3.8410 5.7270 -5.0888  0.08
O20 -2.3711 4.8388 -3.7877  0.04
H37 -5.4880 5.3330 -3.3868  0.10
H38 -4.5686 3.8950 -2.8260  0.09
H39 -4.2327 5.4894 -2.1128  0.10
C16 9.3469 1.9736 -3.2611  0.05
N9 9.0413 1.6464 -4.6828  -0.45
O21 7.8867 1.7395 -5.0424  0.06
O22 9.9704 1.3011 -5.3810  0.06
H40 8.4211 2.2477 -2.7684  0.07
H41 9.7883 1.0864 -2.8177  0.10
H42 10.0649 2.7882 -3.2664  0.10
C17 -0.5913 -5.3539 5.5717  0.05
N10 -1.9058 -5.9726 5.2498  -0.44
O23 -2.1372 -7.0870 5.6716  0.06
O24 -2.6743 -5.3115 4.5817  0.06
H43 -0.0179 -6.0587 6.1616  0.10
H44 -0.1059 -5.1245 4.6284  0.10
H45 -0.7923 -4.4364 6.1149  0.09
C18 5.1145 2.2837 4.9132  0.06
N11 4.2162 1.3127 4.2295  -0.44
O25 4.2623 0.1479 4.5791  0.06
O26 3.4933 1.7515 3.3639  0.07
H46 5.6946 1.7478 5.6544  0.09
H47 5.7454 2.7279 4.1492  0.10
H48 4.4818 3.0420 5.3641  0.10
C19 -4.9892 -7.4290 6.7180  0.03
N12 -6.0792 -8.1091 7.4718  -0.46
O27 -5.9822 -8.1712 8.6801  0.06
O28 -6.9978 -8.5599 6.8196  0.06
H49 -4.2479 -7.0874 7.4285  0.09
H50 -4.5700 -8.1489 6.0244  0.09
H51 -5.4403 -6.6047 6.1738  0.10

Cartesian forces (eV/Å) of the 6 atoms listed first:
C 0.2106 0.1558 0.1279
C 0.0833 -0.1493 0.0328
C -0.0238 0.1430 0.1046
C 0.7379 0.3395 -0.0357
O 0.0020 -0.2772 0.1607
C 0.1265 0.1707 -0.0238


Entry 2:
Density functional theory data (wB97M-V/def2-TZVPD) for a molecular structure, C15H15N4O2PtS2.

E_LUMO (alpha / beta) (eV): -12.928 / -12.927
Maximum force (eV/Å): 0.37
Net charge: +3
Molecular weight (g/mol): 542.5
Orbital gap (alpha / beta) (eV): 5.3694 / 5.3700
HOMO (alpha / beta) (eV): -18.3 / -18.3

Last column: Löwdin charge in e.
Atoms and positions in Å:
Pt1 -0.1537 0.0202 0.1196  0.75
C1 1.0277 -2.5794 -3.0747  0.04
C2 0.3815 -1.8455 -1.9540  -0.18
N1 0.8476 -0.7889 -1.3721  -0.12
N2 2.0302 -0.1949 -1.7562  0.05
C3 2.4719 0.8864 -1.0848  -0.73
N3 3.5938 1.4581 -1.4579  0.19
S1 1.5945 1.5106 0.2504  0.70
C4 -0.9074 -2.3068 -1.4021  -0.20
C5 -1.5826 -3.4054 -1.8861  0.06
C6 -2.7947 -3.7671 -1.3011  0.04
C7 -3.2801 -3.0162 -0.2498  0.02
C8 -2.5496 -1.9210 0.1924  -0.07
N4 -1.3940 -1.5684 -0.3686  -0.08
H1 1.9832 -2.1797 -3.3990  0.09
H2 0.3602 -2.5872 -3.9391  0.13
H3 1.1934 -3.6158 -2.7722  0.13
H4 2.5201 -0.5727 -2.5548  0.16
H5 4.1825 1.1015 -2.1986  0.15
H6 3.9296 2.2784 -0.9713  0.14
H7 -1.1804 -3.9823 -2.7068  0.14
H8 -3.3410 -4.6259 -1.6679  0.14
H9 -4.2149 -3.2633 0.2335  0.14
H10 -2.9002 -1.3191 1.0178  0.11
O1 -5.2237 3.9297 6.5659  0.23
C9 -3.9704 3.5519 6.4857  -0.47
O2 -3.1326 3.7758 7.3087  0.26
C10 -3.3995 2.8685 5.2718  0.03
C11 -3.4427 3.4949 3.9938  0.06
C12 -2.8162 2.9100 2.9466  0.01
C13 -2.0766 1.6610 3.1482  -0.58
S2 -1.2499 0.9881 1.9219  0.87
C14 -2.0108 1.0753 4.4856  0.00
C15 -2.6421 1.6855 5.5124  0.06
H11 -5.7996 3.6333 5.8467  0.16
H12 -3.9691 4.4331 3.8670  0.16
H13 -2.8397 3.3459 1.9561  0.14
H14 -1.4364 0.1697 4.6302  0.14
H15 -2.5808 1.3030 6.5231  0.16

Cartesian forces (eV/Å) of the 6 atoms listed first:
Pt 0.1564 -0.0396 -0.0761
C -0.0137 0.0123 0.0094
C -0.0229 -0.0161 -0.0066
N 0.1151 -0.1215 -0.1828
N 0.0125 0.0713 0.0787
C 0.0107 -0.0363 0.0017


Entry 3:
Density functional theory data (wB97M-V/def2-TZVPD) for a molecular structure, C44H96F24N12O36S8 at a distorted geometry.

E_LUMO (eV): -6.619
Maximum force (eV/Å): 8.40
Net charge: +4
Molecular weight (g/mol): 2081.8
Orbital gap (eV): 8.8743
HOMO (eV): -15.5

Last column: Löwdin charge in e.
Atoms and positions in Å:
C1 14.0642 14.3691 21.4499  0.03
C2 15.0216 13.8577 22.5238  -0.37
O1 14.7330 13.2853 23.5200  0.15
N1 16.5283 14.0073 22.1990  0.06
H1 16.6818 13.7078 21.2528  0.12
H2 16.7971 15.0258 22.1712  0.08
C3 17.4185 13.2623 23.0933  0.00
H3 14.2772 14.1196 20.4247  0.07
H4 13.8900 15.5004 21.5302  0.12
H5 13.0779 13.9583 21.6608  0.09
H6 16.8523 12.6337 23.7613  0.09
H7 17.9653 13.9906 23.6987  0.11
H8 18.1116 12.7512 22.4727  0.08
C4 10.7951 13.9709 7.5867  0.04
C5 11.0929 15.4259 7.8588  -0.29
O2 10.3202 16.2522 7.1979  0.13
N2 12.1603 15.6585 8.6635  0.08
H9 15.0901 16.6278 12.2420  0.04
H10 12.6485 14.8409 8.9791  0.11
C6 12.5773 16.8999 9.2987  -0.03
H11 11.6908 13.4266 7.5676  0.07
H12 10.3823 13.9427 6.5826  0.10
H13 10.0740 13.4785 8.2180  0.10
H14 12.6220 16.5491 10.3212  0.08
H15 11.7888 17.6593 9.4154  0.11
H16 13.5169 17.3107 8.9927  0.08
C7 12.0517 27.5701 18.9409  0.04
C8 12.0469 28.2573 17.5949  -0.33
O3 12.3168 29.3374 17.2370  0.20
N3 11.5939 27.3174 16.3873  0.09
H17 12.4532 26.9145 16.0398  0.08
H18 11.0081 26.5257 16.5620  0.15
C9 11.0637 28.0658 15.1039  0.05
H19 12.7815 26.8008 19.0031  0.07
H20 11.0550 27.2714 19.3074  0.11
H21 12.4118 28.3588 19.6141  0.10
H22 11.3589 29.1614 15.1293  0.12
H23 9.9852 28.1641 15.1953  0.09
H24 11.2939 27.4536 14.2752  0.08
C10 19.4085 17.5717 17.1678  0.03
C11 20.8123 17.9962 17.3404  -0.42
O4 21.2291 18.6938 18.2294  0.10
N4 21.7762 17.3555 16.3948  0.08
H25 21.4501 16.3658 16.2446  0.09
H26 21.5914 17.9374 15.5331  0.12
C12 23.2101 17.4898 16.8039  0.03
H27 19.2895 16.6163 17.7173  0.12
H28 19.3670 17.3478 16.1219  0.08
H29 18.6711 18.3532 17.3821  0.09
H30 23.7703 16.7013 16.3882  0.07
H31 23.2337 17.4800 17.8775  0.10
H32 23.5587 18.4317 16.3922  0.09
C13 18.2471 20.4070 19.1189  0.03
C14 18.9340 20.8364 20.3120  -0.40
O5 18.7998 21.8393 20.9172  0.18
N5 20.1148 19.9004 20.7522  0.08
H33 19.6679 19.2643 21.4768  0.11
H34 20.3294 19.3147 19.9499  0.11
C15 21.3172 20.6196 21.3018  0.03
H35 17.3126 20.8780 19.0253  0.10
H36 18.1224 19.3434 19.0467  0.06
H37 18.9692 20.6966 18.3398  0.10
H38 22.1053 19.8545 21.4904  0.12
H39 21.1210 21.2647 22.1310  0.09
H40 21.6370 21.1915 20.3713  0.12
C16 19.9468 16.2776 9.4306  0.05
C17 19.6039 15.3235 10.5797  -0.36
O6 19.7570 14.1441 10.5973  0.17
N6 18.9398 15.9384 11.8366  0.09
H41 19.1894 16.8982 12.1194  0.14
H42 17.9241 15.9638 11.6190  0.11
C18 19.1869 14.9620 12.9384  -0.02
H43 20.7628 16.9545 9.6026  0.08
H44 19.0455 16.7698 9.0608  0.10
H45 20.2873 15.6486 8.6420  0.08
H46 18.8485 13.9932 12.5368  0.11
H47 18.6850 15.2473 13.8137  0.08
H48 20.2549 14.9281 13.1316  0.08
C19 13.8432 7.5521 23.6245  0.03
C20 14.6437 7.6579 22.4038  -0.43
O7 14.5407 7.0397 21.3695  0.19
N7 15.7971 8.5721 22.4828  0.04
H49 16.1423 8.7727 21.5201  0.12
H50 15.4499 9.4923 22.8121  0.17
C21 16.8536 8.0225 23.3105  0.01
H51 13.0287 8.2348 23.4954  0.10
H52 14.3827 7.9184 24.5396  0.11
H53 13.6071 6.4469 23.7837  0.15
H54 16.6468 8.2253 24.3658  0.11
H55 17.7679 8.5752 23.1043  0.11
H56 16.9604 6.9676 23.0289  0.13
C22 21.9597 10.3395 19.7607  0.05
C23 20.6131 10.9072 19.9610  -0.38
O8 20.2307 11.5834 20.8581  0.16
N8 19.6770 10.8850 18.7626  0.04
H57 18.7408 11.1999 19.0254  0.08
H58 20.0197 11.7323 18.1504  0.12
C24 19.7185 9.7856 17.8050  -0.01
H59 22.3155 10.1454 20.7558  0.11
H60 22.5320 11.1217 19.2645  0.10
H61 22.0953 9.4658 19.2205  0.07
H62 19.0575 10.0860 17.0203  0.09
H63 19.2349 8.9298 18.2580  0.10
H64 20.7502 9.5817 17.3701  0.13
C25 17.9787 24.8316 13.7208  0.07
C26 18.4542 25.4124 15.0394  -0.30
O9 18.9804 26.4141 15.3523  0.19
N9 18.1469 24.3886 16.2549  0.07
H65 17.1242 24.5139 16.4993  0.11
H66 18.3306 23.4357 15.9784  0.08
C27 18.8788 24.7278 17.4968  -0.01
H67 17.0729 24.3191 13.8828  0.07
H68 18.7278 24.1633 13.4101  0.08
H69 17.7714 25.6193 13.0193  0.10
H70 19.9109 24.4570 17.5304  0.08
H71 18.3770 24.2116 18.3368  0.11
H72 18.8638 25.7917 17.6246  0.09
C28 12.5840 19.7808 7.2695  0.03
C29 11.2536 19.2927 6.8308  -0.43
O10 10.7440 18.4317 7.6246  0.01
N10 10.6879 19.6913 5.7244  0.08
H73 10.3852 17.2920 7.4031  -0.02
H74 9.8073 19.2998 5.4003  0.17
C30 11.0313 21.0294 5.1316  -0.01
H75 12.5615 20.7908 7.7064  0.12
H76 13.2524 19.8527 6.4103  0.10
H77 13.0316 19.1539 7.9978  0.05
H78 10.5494 21.8002 5.7112  0.09
H79 10.6211 21.0351 4.1015  0.11
H80 12.0959 21.2515 5.1355  0.08
C31 6.7478 21.0554 26.5357  0.05
C32 7.9275 20.7888 25.6283  -0.37
O11 8.7774 21.5245 25.3366  0.22
N11 7.9857 19.3209 25.1147  0.08
H81 7.7100 18.7799 25.9256  0.18
H82 7.2915 19.1450 24.4286  0.17
C33 9.2696 19.0449 24.5313  -0.02
H83 6.8117 20.4885 27.4717  0.12
H84 5.8200 20.8404 26.0573  0.09
H85 6.7716 22.1093 26.7596  0.11
H86 9.4975 19.8425 23.8161  0.12
H87 9.1947 18.1563 23.8963  0.11
H88 10.0233 18.8549 25.3267  0.14
C34 23.0380 22.6966 10.2391  0.05
C35 21.9431 22.5503 11.1648  -0.43
O12 21.2635 23.3284 11.7686  0.16
N12 21.5417 21.1494 11.5330  0.03
H89 22.3246 20.4689 11.3019  0.17
H90 21.3475 21.1397 12.6374  0.16
C36 20.3009 20.6839 10.8917  -0.01
H91 23.8738 22.0548 10.4999  0.12
H92 23.1568 23.7443 10.1681  0.10
H93 22.6663 22.3394 9.2794  0.12
H94 20.5420 20.5084 9.8758  0.10
H95 19.5029 21.4535 11.0115  0.12
H96 20.0525 19.7700 11.3947  0.06
C37 15.3315 11.2723 18.4883  -0.65
F1 14.6053 12.3849 18.5165  0.13
F2 14.5043 10.2151 18.2106  0.12
F3 16.1068 11.3294 17.4536  0.17
S1 16.2963 11.0594 20.1053  0.52
O13 17.4398 11.9623 19.8829  -0.32
O14 15.4550 11.2834 21.2106  -0.26
O15 16.6834 9.6594 19.9410  -0.31
C38 16.6430 18.3685 23.0091  -0.68
F4 16.5543 19.5634 22.4806  0.16
F5 16.8244 18.5384 24.3128  0.16
F6 15.5045 17.6734 22.8122  0.11
S2 18.0506 17.4954 22.2063  0.59
O16 17.8947 17.8667 20.8017  -0.30
O17 19.2182 18.0662 22.8832  -0.29
O18 17.8052 16.0796 22.5201  -0.31
C39 13.9126 23.1519 15.6754  -0.67
F7 12.8823 23.1035 14.8692  0.17
F8 13.7602 22.4770 16.8034  0.14
F9 14.9902 22.6735 14.9730  0.09
S3 14.1526 24.8923 16.2123  0.48
O19 14.0332 25.7084 15.0526  -0.29
O20 13.0137 25.0481 17.1073  -0.32
O21 15.4439 24.9344 16.8786  -0.31
C40 23.1261 13.5924 16.7230  -0.65
F10 23.9420 14.5939 16.9870  0.15
F11 23.2835 13.2415 15.4613  0.16
F12 23.4314 12.5046 17.5120  0.09
S4 21.4118 14.0551 17.0959  0.48
O22 21.5588 14.8332 18.3089  -0.27
O23 20.9850 14.7803 15.9524  -0.28
O24 20.6860 12.8240 17.1882  -0.28
C41 23.2465 16.0702 12.6243  -0.63
F13 22.5746 15.3347 11.6962  0.11
F14 23.4152 15.3269 13.7060  0.14
F15 24.4759 16.2607 12.1199  0.15
S5 22.2577 17.5825 12.9917  0.50
O25 22.1755 18.2208 11.7076  -0.30
O26 21.0181 17.0435 13.5740  -0.32
O27 23.0738 18.3551 13.9167  -0.30
C42 21.5070 21.7043 16.4654  -0.72
F16 21.1978 21.2862 17.6961  0.12
F17 21.7491 22.9929 16.4591  0.18
F18 22.6183 21.1030 16.1130  0.16
S6 20.2094 21.1566 15.3598  0.55
O28 20.5414 21.5863 14.0379  -0.27
O29 20.1444 19.6891 15.5606  -0.28
O30 19.0673 21.8297 15.9310  -0.30
C43 16.2407 20.4947 12.2883  -0.59
F19 17.2516 20.7785 13.0972  0.12
F20 15.1952 20.4065 13.0564  0.16
F21 16.2902 21.5637 11.3335  0.05
S7 16.5157 18.7931 11.4436  0.55
O31 16.1313 17.8808 12.5921  -0.36
O32 15.5342 18.7270 10.3738  -0.30
O33 17.9193 18.7771 11.2014  -0.30
C44 15.2439 13.6414 12.5782  -0.63
F22 15.8775 12.5118 12.0041  0.07
F23 14.1426 13.3071 13.0909  0.24
F24 16.1234 14.0872 13.5012  0.12
S8 15.0952 14.8320 11.1261  0.76
O34 16.6015 14.9480 10.5239  -0.31
O35 14.1458 14.0445 10.4331  -0.23
O36 14.4954 16.0276 11.7607  -0.11

Cartesian forces (eV/Å) of the 6 atoms listed first:
C -0.7451 1.6110 1.1305
C 0.2759 -0.4869 -0.9596
O -0.0744 0.5094 -0.1790
N -2.0655 -0.1201 0.0938
H -0.0348 -0.5261 -0.8596
H 0.2180 0.1075 0.3787